Formula: C26H34CsIN2O5SSi
Source: OMol25
Level of theory: ωB97M-V with the def2-TZVPD basis set

Output
Max |F|, eV/Å: 0.360
Net charge: -2
LUMO, eV: 3.908
Kohn-Sham gap, eV: 5.373
Calculated total energy, eV: -68097.156
Energy relative to the best compared isomer or geometry (same formula, charge and spin), kJ/mol: 54.57

Geometry (Å):
Cs: -1.194 -0.666 0.605
I: 2.991 0.112 0.229
S: -3.720 -3.208 1.059
Si: -3.549 2.210 -0.868
O: -4.095 -1.901 0.532
O: -2.233 1.947 -0.041
O: -4.713 -3.843 1.909
O: 1.902 3.161 1.808
O: -2.373 -3.251 1.625
N: 1.088 4.683 0.335
N: 3.399 4.503 0.743
C: -3.594 -4.255 -0.388
C: -0.264 4.139 0.418
C: 1.283 5.676 -0.701
C: 0.791 -4.699 -1.537
C: 2.594 -2.743 -0.784
C: -3.896 0.889 -2.190
C: 1.219 -2.348 -0.870
C: 4.494 3.691 1.231
C: -3.283 -6.443 -1.330
C: 0.373 -3.381 -1.240
C: -5.141 2.273 0.168
C: -2.920 -6.784 -3.803
C: 3.597 -1.817 -0.365
C: 3.062 -4.058 -1.092
C: -3.475 -5.629 -0.226
C: 2.609 6.388 -0.546
C: 4.443 -4.371 -1.003
C: 2.104 4.050 0.994
C: -3.202 -5.904 -2.613
C: -3.340 -4.530 -2.761
C: 4.925 -2.129 -0.278
C: 5.354 -3.432 -0.613
C: -3.535 -3.708 -1.659
C: 3.700 5.350 -0.387
C: -3.518 3.872 -1.820
C: 2.114 -5.037 -1.476
H: -3.227 -7.814 -3.616
H: 4.762 -5.380 -1.248
H: -2.615 3.931 -2.436
H: 4.140 3.080 2.054
H: 6.407 -3.682 -0.543
H: -3.182 -7.515 -1.196
H: -3.443 -6.430 -4.693
H: -3.532 -6.046 0.772
H: 5.305 4.341 1.573
H: -0.708 4.124 -0.577
H: 2.798 7.017 -1.418
H: -4.385 3.995 -2.478
H: 1.225 5.202 -1.691
H: 2.591 7.026 0.341
H: -3.280 -4.090 -3.751
H: 5.639 -1.387 0.054
H: -4.776 1.126 -2.798
H: -5.305 1.299 0.638
H: -4.077 -0.073 -1.699
H: -1.852 -6.792 -4.032
H: -0.897 4.744 1.073
H: 4.666 5.829 -0.200
H: -6.022 2.513 -0.438
H: -3.038 0.770 -2.858
H: 0.455 6.388 -0.647
H: -3.502 4.717 -1.123
H: 3.806 4.764 -1.313
H: -3.641 -2.637 -1.775
H: -5.060 3.021 0.963
H: 2.454 -6.044 -1.701
H: -0.274 3.113 0.758
H: 4.882 3.022 0.454
H: 0.048 -5.446 -1.807
H: -0.703 -3.207 -1.313

These are the Mulliken partial charges, in e, on atoms 1 to 5:
1. Cs 1.16
2. I 0.09
3. S 1.21
4. Si 0.26
5. O -0.67